1.
This record from the Open Molecules 2025 dataset describes a molecular structure, C42H72AlO19S. The level of theory is ωB97M-V/def2-TZVPD.

```
135
Properties=species:S:1:pos:R:3:forces:R:3
H -3.881765 2.686745 0.458674 0.10 0.30 0.08
C -0.789947 -8.890433 3.273245 0.45 0.15 -0.18
C -1.237744 -3.028828 -3.860320 0.10 -0.43 0.27
H 3.056695 1.756068 -5.146355 0.06 -0.08 -0.20
H -5.386213 1.966369 -0.162828 -0.28 0.12 -0.18
C 6.099691 -1.763825 0.605518 0.06 0.08 -0.06
H 3.101690 2.388614 1.575377 0.07 -0.09 -0.12
C -2.980450 -5.037588 1.028471 -0.84 0.22 -0.06
H 5.465458 -2.364278 -0.042498 0.04 -0.05 -0.01
H 2.205315 1.711284 0.219063 0.00 -0.04 -0.30
H -4.643664 -2.770140 1.469026 0.08 0.14 0.01
C -11.398240 4.438678 2.883493 0.06 -0.10 0.07
C 0.669078 3.273526 1.851234 -0.11 0.00 0.60
H -6.007855 -3.704687 0.843060 0.00 0.05 -0.16
C -9.301490 4.149689 1.819818 -0.44 -0.31 0.12
C -0.637401 -4.416171 -3.654272 0.02 -0.13 -0.02
H -2.240925 -4.452262 1.576628 0.08 -0.03 -0.07
H 8.796743 2.852062 2.208220 0.01 0.00 0.01
O 4.504185 -2.180985 -4.699736 -0.04 0.02 -0.11
O 1.276911 3.027690 -4.758800 -0.03 0.14 -0.20
C -3.793871 0.550317 0.209077 -0.18 -0.15 0.41
H 1.219206 -4.831059 -2.576724 0.07 0.09 0.09
H 1.639197 0.328484 -3.858756 -0.03 0.04 0.02
O 2.992915 4.445752 -5.025401 0.01 0.06 -0.07
C 7.651544 4.321368 1.063303 -0.25 0.00 0.16
O 4.124544 -0.020569 -5.134554 -0.04 0.02 0.09
H -8.725972 3.434314 1.242136 0.16 0.15 -0.07
C 0.964353 5.401679 -4.308020 0.29 0.29 -0.32
O 0.692300 -2.839911 -2.522232 -0.02 -0.16 -0.16
H -0.027986 5.421661 -4.747148 -0.09 -0.14 0.14
C 4.031214 -1.128402 -4.364591 0.12 -0.04 0.27
H -0.408604 -9.034870 0.451237 -0.03 -0.02 0.02
H 8.524129 2.382809 0.526273 -0.01 -0.14 0.05
Al -0.292251 0.489883 1.222500 0.15 0.14 0.57
C 1.876168 6.510923 -4.834755 -0.10 -0.08 0.07
H 3.929582 6.208873 -5.543135 0.04 -0.12 -0.05
H 7.287660 4.376016 0.036235 0.02 -0.01 -0.02
C 5.950195 3.086997 2.189685 -0.05 0.08 0.19
H -11.238771 5.249594 3.597463 0.03 0.01 0.00
H 0.838238 -7.786209 0.614602 -0.08 0.13 -0.04
H 6.737950 0.081899 -0.384292 0.15 0.06 -0.10
S -5.152630 1.759456 2.179301 0.82 0.08 -0.31
O -2.459986 -4.500792 -1.289481 -0.42 0.02 0.07
H 2.797122 0.643299 1.478518 0.26 -0.23 -0.02
H -5.992121 3.595088 1.656635 -0.25 0.00 0.46
C 0.792174 -4.081501 -3.239259 -0.06 -0.09 -0.09
O -0.686865 -1.077688 -2.500833 0.10 -0.08 -0.19
H -9.764325 3.298310 3.804763 0.01 0.06 0.02
O -5.782650 0.532344 2.438776 -1.72 -1.57 -0.12
H -0.522666 -0.961765 3.314138 0.29 -0.16 0.13
C 6.475581 4.508566 2.028705 0.25 -0.18 -0.46
H -2.657734 -6.060058 0.944793 0.26 0.02 -0.15
O 4.900781 2.729162 2.625125 0.32 0.13 0.24
C -10.221644 3.470925 2.833609 0.09 0.06 -0.03
H -0.692158 -5.058735 -4.533241 0.11 0.05 -0.03
H -0.397235 4.582899 3.185366 -0.04 0.25 0.21
H 5.453783 -1.126444 1.209294 -0.01 0.01 0.01
O 6.894527 2.204467 1.768180 0.02 -0.01 -0.13
H 1.494325 3.915058 2.186286 0.17 0.19 -0.03
H -1.071898 -2.655620 -4.873255 -0.02 0.09 0.03
H -2.293661 -2.983527 -3.611776 -0.02 0.14 -0.03
H 1.464099 -3.937637 -4.090289 0.00 0.02 0.00
C -1.276860 -0.403139 2.760657 0.33 -0.04 -0.42
H -3.470075 0.107793 1.145708 0.34 -0.11 0.15
H -1.414492 3.920152 1.956428 -0.42 -0.17 -0.14
C 3.555733 1.116553 -4.435130 0.11 -0.06 0.08
C 3.245130 5.839829 -4.783493 -0.04 0.12 0.02
H 1.615903 6.741123 -5.868661 0.02 0.01 -0.02
O -11.478926 5.006505 1.563627 -0.04 -0.06 0.04
C -1.470892 1.549723 -0.062869 0.25 -0.62 0.08
H -10.550148 2.507804 2.442686 -0.02 -0.01 0.00
H 0.175071 -1.735145 -0.124029 -0.07 -0.16 -0.33
C -1.508493 -7.676824 2.707276 -0.05 -0.31 0.10
H 0.906629 -9.936504 2.316827 -0.04 -0.02 -0.06
H -4.967142 -5.801017 1.374227 -0.01 0.00 0.00
H -4.372011 -4.847919 2.730937 0.03 0.06 0.01
H -8.634528 4.870999 2.293695 0.06 0.00 -0.07
H 5.700252 5.157600 1.632760 -0.12 0.01 0.19
C 2.611761 0.520382 -3.406255 0.05 -0.09 0.06
H 7.370800 -3.497068 1.015040 0.03 0.02 -0.02
H 7.505502 -1.391723 -1.033341 0.02 0.05 -0.04
H -0.605084 -8.759961 4.334994 -0.20 -0.04 0.06
H 2.452763 1.163660 -2.544098 0.01 0.01 0.01
C 2.376237 1.624376 1.291966 -0.08 0.22 0.30
H 6.515174 -2.884416 2.441234 0.11 0.05 0.09
C 0.791572 -0.977393 0.343783 -0.30 0.26 0.55
H -4.497082 -0.143130 -0.227301 -0.25 -0.33 -0.19
C 0.491976 -8.938759 2.443556 -0.10 -0.03 0.08
H 1.305890 -1.477687 1.165646 0.19 -0.10 0.27
C -4.552239 1.838744 0.513488 -0.32 -0.02 0.21
O -4.101562 2.092470 3.048449 1.42 1.05 0.97
H -1.134914 -4.914116 -2.820540 0.05 0.12 -0.27
H 1.831710 7.435804 -4.263878 0.05 -0.02 0.06
H -1.838230 2.474511 0.374215 0.00 0.31 0.23
C -4.373948 -4.925706 1.647080 0.11 0.00 0.03
C -4.926827 -3.687163 0.958006 -0.06 -0.08 0.09
O -4.320998 -3.687671 -0.356328 -0.17 -0.02 0.04
C 7.122816 -0.902952 -0.135489 -0.29 -0.12 0.35
H -1.417216 -9.768207 3.111235 -0.06 0.01 0.06
C -0.594721 3.678103 2.616392 0.45 0.56 0.03
O -10.080175 5.374316 -0.145137 -0.12 -0.04 0.00
O -6.274453 2.905085 2.287343 -0.10 0.41 -0.90
H 1.201155 1.630173 3.103169 0.14 -0.04 0.38
H 3.718708 5.938802 -3.804667 -0.03 0.00 0.03
H 1.561837 -0.626581 -0.334623 0.08 -0.02 -0.41
H 4.036624 -0.689692 -2.275863 0.01 -0.09 0.02
C 8.253537 -0.791889 0.870697 -0.07 0.12 -0.27
C -10.280271 4.899810 0.933704 0.28 0.14 0.02
C 0.037829 -8.307382 1.132279 0.16 -0.05 0.00
C 1.702815 4.142014 -4.722241 -0.28 0.01 0.36
H -2.326152 -0.093975 -1.200051 0.21 -0.37 0.04
H -0.814673 1.852461 -0.877495 0.30 0.19 -0.18
H 8.451374 5.050893 1.175036 0.03 -0.04 0.07
C -3.189686 -4.414615 -0.336841 0.61 0.05 0.20
O -0.971492 -7.352007 1.500341 0.06 -0.18 0.25
H 1.254573 -8.314430 2.909368 0.02 0.02 -0.02
H 2.587199 -1.574890 -2.817277 0.16 -0.18 0.16
O 9.158841 -0.006165 0.867820 0.09 -0.08 0.11
C 6.998297 -2.597843 1.511160 -0.18 -0.02 -0.07
H 6.796549 4.869236 3.006719 -0.06 0.02 0.03
C 3.301419 -0.801463 -3.075865 -0.29 0.30 -0.27
C -0.436738 -2.178466 -2.890790 -0.13 0.25 -0.12
H -0.896699 2.926341 3.331140 -0.22 -0.35 0.05
H 0.886997 5.412247 -3.220071 -0.07 -0.07 0.01
H 0.547088 3.480223 0.791874 -0.07 0.05 -0.35
H -12.341998 3.950572 3.113109 -0.08 0.06 -0.10
H -3.031849 1.445303 -1.520588 -0.16 -0.04 -0.34
C 1.063460 1.822367 2.043012 -0.42 -0.35 -1.12
C -2.633192 0.818095 -0.712410 -0.15 0.58 -0.45
H -1.723754 0.276825 3.476676 -0.38 0.20 0.11
C 8.088391 2.894089 1.378246 0.22 0.17 -0.13
O 8.124452 -1.749780 1.814916 -0.01 -0.04 0.01
H 4.374564 1.673445 -3.969526 0.04 -0.05 -0.01
H -2.003698 -1.149008 2.437947 -0.36 -0.09 0.03
O -2.428082 -7.090692 3.195065 0.06 0.07 -0.08
```
Forces are in eV/Å.

The HOMO-LUMO gap comes out at 5.80 eV. As for the charge: -1. As for the max |F|: 2.33 eV/Å. For the total energy, the calculation gives -101059.604 eV. Its HOMO energy is -3.85 eV. The lowest unoccupied orbital energy comes out at 0.0719 Eh.


2.
This record from the Open Molecules 2025 dataset describes 7 unconnected molecules or ions with the total composition H14O7. The level of theory is ωB97M-V/def2-TZVPD.

```
21
Properties=species:S:1:pos:R:3:forces:R:3
O 0.993941 2.013396 -0.407625 -0.66 -0.38 0.04
H 0.530877 -2.704324 -1.141803 -1.88 0.31 0.55
H 0.168047 2.033689 0.137474 0.77 0.22 0.12
H 1.506431 -1.869639 1.781638 -0.92 0.39 0.24
H -1.579325 2.950656 1.466821 -1.67 2.18 -0.11
H 2.227057 0.087692 -0.114857 0.17 0.90 0.27
H 1.819361 -0.689404 -1.316082 0.02 0.22 -2.03
H 1.226344 2.934484 -0.495936 0.15 0.42 -0.08
H -1.467002 1.470071 1.281696 1.10 1.17 0.77
O 0.535074 -1.727106 1.840647 0.40 -0.59 -1.72
H -1.216703 0.341083 -1.141973 0.10 -1.00 -1.75
H -0.304850 -1.474631 -1.354966 -0.44 0.72 -0.28
O -0.380235 -2.331992 -0.920390 2.16 -1.30 -0.34
O 1.811771 -0.718293 -0.388875 0.11 -0.96 1.58
O -0.936895 2.298838 1.554001 0.28 -3.51 -0.64
H -0.103029 0.982875 -1.692369 0.28 -0.53 -1.22
O -0.722037 0.284290 -2.034042 -0.23 1.40 2.80
O -1.595931 -0.276676 0.603336 1.34 -0.82 0.81
H 0.292731 -1.900934 0.872648 0.44 -0.20 1.40
H -2.101270 -1.102575 0.478792 0.28 0.54 0.08
H -0.704358 -0.601500 0.991865 -1.79 0.82 -0.51
```
Forces are in eV/Å.

As for the SMILES: O.O.O.O.O.O.O. The HOMO-LUMO gap comes out at 11.49 eV. As for the energy above the lowest of the compared OMol25 structures with the same formula, charge and spin: 33.4 kcal/mol. As for the max |F|: 3.58 eV/Å. For the total energy, the calculation gives -14560.011 eV. Its HOMO energy is -11.10 eV. The lowest unoccupied orbital energy comes out at 0.0143 Eh.


3.
This record from the Open Molecules 2025 dataset describes a single C5H9NO molecule. The level of theory is ωB97M-V/def2-TZVPD.

```
16
Properties=species:S:1:pos:R:3:forces:R:3
H -0.482819 0.782332 -2.481454 -0.36 0.19 -0.02
H -1.208861 -0.141352 -1.185870 0.18 0.12 0.02
C 0.973797 -0.131811 -1.431211 -0.28 -0.78 -1.14
H 1.742178 -0.910257 1.351302 -0.15 -0.18 0.15
C -0.765748 1.846751 -0.694945 0.26 0.17 0.30
C 0.864332 -0.600393 0.784351 -0.05 0.32 0.52
H 0.997824 0.477073 0.647935 -0.14 -0.12 0.65
O -0.307912 2.253821 0.346761 -0.12 -0.19 -0.51
N 1.026528 -1.156824 -0.575110 0.51 0.69 -0.20
C -0.438923 -0.884196 1.493772 -0.07 -0.08 0.11
H 1.872035 -1.705909 -0.680671 -0.07 0.06 0.08
C -0.392162 0.567499 -1.413832 0.07 0.08 -0.19
H -1.573509 2.419428 -1.203539 0.13 -0.13 0.09
H -1.303197 -0.629505 0.873535 0.18 -0.04 0.14
H -0.527070 -1.933770 1.783018 0.00 0.07 0.00
H -0.476493 -0.252887 2.385956 -0.09 -0.17 -0.01
```
Forces are in eV/Å.

The HOMO-LUMO gap comes out at 8.52 eV. As for the energy above the lowest of the compared OMol25 structures with the same formula, charge and spin: 102.2 kcal/mol. As for the max |F|: 1.41 eV/Å. For the total energy, the calculation gives -8864.780 eV. Its HOMO energy is -8.00 eV. The lowest unoccupied orbital energy comes out at 0.0189 Eh.


4.
This record from the Open Molecules 2025 dataset describes a single C7H7F2NO molecule. The level of theory is ωB97M-V/def2-TZVPD.

```
18
Properties=species:S:1:pos:R:3:forces:R:3
F -2.047471 -0.970015 -0.631422 -0.68 0.27 -0.22
N 2.459379 -1.353196 -1.301662 0.00 0.04 -1.65
O 1.764116 -1.004729 -0.215977 -0.01 -0.18 2.48
F -2.620089 -0.383272 1.416213 -0.16 -0.50 0.36
H -1.617984 1.871861 1.116448 0.67 -0.41 -0.39
C 0.604818 -0.197062 -1.865231 -1.76 1.28 0.43
H 2.011678 -1.026440 -3.325380 0.64 -0.20 -0.59
C 0.662087 -0.321640 -0.501178 -0.42 0.24 -0.23
H -0.229509 0.383937 -2.368688 1.52 -1.16 0.30
C -1.790631 -0.163995 0.401777 3.06 1.03 0.00
C 1.765388 -0.872908 -2.307509 -0.63 0.22 0.37
C 0.277205 0.221829 2.067632 2.58 2.06 -0.09
C -0.232722 0.087250 0.638906 -1.88 1.58 0.31
H -1.115963 1.734822 -0.674496 -0.30 -0.49 0.80
H 1.477351 0.385688 1.982155 -2.91 -0.47 0.60
H 0.044688 -0.696012 2.504978 0.23 -1.46 1.38
H -0.180556 1.078098 2.753401 0.87 -1.74 -1.93
C -1.231783 1.225785 0.310033 -0.82 -0.11 -1.93
```
Forces are in eV/Å.

As for the SMILES: C[C@]1(c2ccno2)CC1(F)F. The HOMO-LUMO gap comes out at 10.23 eV. As for the energy above the lowest of the compared OMol25 structures with the same formula, charge and spin: 89.7 kcal/mol. As for the max |F|: 3.30 eV/Å. For the total energy, the calculation gives -16341.645 eV. Its HOMO energy is -9.40 eV. The lowest unoccupied orbital energy comes out at 0.0304 Eh.


5.
This record from the Open Molecules 2025 dataset describes a gas-phase ion, C21H29N2O (charge +1). The level of theory is ωB97M-V/def2-TZVPD.

```
53
Properties=species:S:1:pos:R:3:forces:R:3
C 2.384543 -0.658898 -1.890385 0.05 -0.01 0.15
H -2.087973 -3.193726 -0.853978 0.06 -0.08 0.00
C -3.637103 -2.067241 -1.803141 0.00 0.03 0.03
C 3.475409 1.477115 -2.338216 0.00 -0.02 0.01
H -1.155323 4.511616 -0.263095 0.02 0.10 -0.06
C -1.878578 1.268990 1.677489 -0.01 0.05 0.00
H 0.670324 -0.735572 0.125372 0.28 0.17 0.03
O -0.915632 -1.233468 0.538063 -0.22 -0.05 -0.33
C -2.055889 -1.132867 -0.262600 -0.12 0.25 -0.08
H 2.608649 -0.200294 2.254779 -0.08 0.10 -0.12
H -0.747770 4.414536 2.169096 0.04 0.09 0.05
H 0.709198 1.554376 0.737236 0.01 -0.12 0.09
H 1.467327 -2.193196 3.268109 0.07 0.04 0.02
H 0.840171 -0.119394 2.332204 0.04 0.10 -0.12
C 1.518152 1.122182 0.147813 -0.23 0.80 -0.46
C -1.835797 2.490712 -0.386513 -0.04 -0.13 0.07
H -4.157325 1.242762 -1.401557 -0.05 0.10 -0.01
N 2.237322 0.738938 -2.203940 -0.09 -0.04 -0.20
C -1.392072 2.380275 2.343807 0.02 -0.03 0.09
H 3.186865 -1.081581 -2.495588 -0.04 -0.08 0.06
H 0.810657 -3.108463 0.429918 -0.04 -0.08 -0.04
C 0.539184 -2.926171 1.472753 -0.18 0.27 0.15
H 2.462345 1.584257 0.443778 0.00 -0.14 0.09
H 4.088488 0.992333 -3.094896 0.09 0.02 -0.02
H 3.623115 -0.459065 -0.108189 -0.09 0.00 0.13
H -2.013927 2.535798 -1.450714 -0.01 0.00 -0.13
H 4.061848 1.555608 -1.413092 0.08 0.04 0.04
C -0.847025 -2.283952 1.501494 0.06 -0.46 0.24
H 1.199987 2.414450 -1.550135 -0.09 -0.01 0.06
H 0.271243 0.911709 -1.596368 -0.06 0.06 0.05
H -1.610645 -3.035505 1.292702 0.04 0.11 0.00
H -5.060966 -0.696585 -2.621415 -0.09 0.01 -0.06
C -4.214323 -0.819704 -1.964981 -0.04 0.00 -0.08
H 2.595384 -2.590506 1.989522 0.03 0.02 0.08
C -3.703586 0.270427 -1.285857 0.05 -0.12 0.02
H 0.474795 -3.899565 1.959409 0.00 -0.04 -0.06
C -1.119884 3.546842 1.646866 0.05 0.06 -0.01
C -2.623436 0.135172 -0.418765 0.07 -0.27 0.05
C 2.677486 -0.920750 -0.401344 0.39 -0.29 -0.69
H 2.741567 -1.992300 -0.220301 -0.06 0.04 0.12
C 1.631091 -2.121868 2.191825 -0.03 0.00 -0.27
H -4.023519 -2.921214 -2.336531 -0.04 -0.08 -0.05
C -1.347951 3.599794 0.281195 0.04 0.12 0.04
C -2.099421 1.309158 0.302820 0.11 0.14 0.06
H -1.051563 -1.859907 2.492850 -0.05 -0.01 -0.06
C 1.246968 1.344334 -1.349698 0.05 -0.03 0.20
H -2.126000 0.375867 2.232061 -0.02 -0.09 0.05
H 3.243755 2.481749 -2.684762 0.06 0.07 0.00
H -1.239781 2.342068 3.412431 -0.01 0.01 0.10
C -2.550860 -2.223296 -0.960083 0.17 -0.05 0.16
H 1.451347 -1.165699 -2.162062 0.03 -0.11 0.02
N 1.595433 -0.332040 0.413422 -0.27 -0.16 -0.01
C 1.683722 -0.628243 1.861176 0.07 -0.30 0.63
```
Forces are in eV/Å.

As for the SMILES: CN1CC[NH+](CCCCOc2ccccc2-c2ccccc2)CC1. The HOMO-LUMO gap comes out at 9.46 eV. As for the energy above the lowest of the compared OMol25 structures with the same formula, charge and spin: 3.5 kcal/mol. As for the charge: +1. As for the max |F|: 0.96 eV/Å. For the total energy, the calculation gives -27269.753 eV. Its HOMO energy is -11.47 eV. The lowest unoccupied orbital energy comes out at -0.0737 Eh.